Record 1
C18H28N2O6S2 | ωB97M-V with the def2-TZVPD basis set

Structure (XYZ):
```
56
Properties=species:S:1:pos:R:3:nbo_charge:R:1
C 2.270 3.308 0.158 -0.625
C 1.290 2.148 0.231 -0.091
O 0.165 2.506 1.046 -0.517
C 0.011 1.902 2.219 0.811
O 0.704 1.000 2.618 -0.618
C -1.113 2.506 3.051 -0.329
C -2.103 3.348 2.244 -0.401
C -2.984 2.452 1.377 -0.419
C -3.718 1.454 2.273 -0.224
N -2.793 0.678 3.058 -0.700
S -2.584 -0.930 2.766 2.335
O -2.020 -1.519 3.941 -0.934
O -3.833 -1.423 2.261 -0.941
C -1.381 -1.053 1.436 -0.238
C -1.777 -0.707 0.156 -0.245
C -0.840 -0.712 -0.863 -0.138
C 0.464 -1.074 -0.574 -0.336
S 1.668 -0.939 -1.897 2.324
O 2.973 -1.195 -1.354 -0.944
O 1.455 0.324 -2.548 -0.955
N 1.147 -2.130 -2.932 -0.692
C 1.246 -1.854 -4.351 -0.216
C 2.666 -1.607 -4.853 -0.626
C 1.279 -3.479 -2.429 -0.218
C 2.681 -4.081 -2.502 -0.636
C 0.850 -1.457 0.696 -0.185
C -0.088 -1.446 1.718 -0.185
C -1.851 1.418 3.853 -0.219
H 1.775 4.197 -0.225 0.210
H 2.676 3.526 1.143 0.209
H 3.082 3.038 -0.509 0.225
H 1.769 1.262 0.656 0.208
H 0.904 1.905 -0.762 0.208
H -0.599 3.151 3.775 0.243
H -2.733 3.906 2.941 0.204
H -1.563 4.062 1.623 0.231
H -3.711 3.054 0.830 0.217
H -2.362 1.922 0.655 0.209
H -4.384 1.999 2.956 0.192
H -4.317 0.746 1.702 0.239
H -2.809 -0.450 -0.025 0.238
H -1.091 -0.424 -1.871 0.232
H 0.654 -0.951 -4.523 0.218
H 0.781 -2.687 -4.885 0.204
H 3.283 -2.496 -4.767 0.206
H 2.636 -1.302 -5.897 0.215
H 3.117 -0.811 -4.266 0.222
H 0.961 -3.435 -1.384 0.209
H 0.567 -4.108 -2.973 0.205
H 3.398 -3.382 -2.080 0.237
H 2.708 -5.006 -1.931 0.215
H 2.959 -4.306 -3.528 0.201
H 1.879 -1.728 0.871 0.249
H 0.167 -1.716 2.730 0.257
H -2.391 1.896 4.680 0.199
H -1.142 0.698 4.265 0.257
```

Its highest occupied orbital energy is -9.35 eV. Its energy above the lowest of the compared OMol25 structures with the same formula, charge and spin is 15.3 kJ/mol. Its spin multiplicity is 1. The HOMO-LUMO gap is 0.3498 hartree.

Record 2
C18H28N3O2 | ωB97M-V with the def2-TZVPD basis set

Structure (XYZ):
```
51
Properties=species:S:1:pos:R:3:nbo_charge:R:1
C 12.174 -0.082 -13.913 -0.640
C 10.936 -0.470 -14.732 0.008
O 10.982 -0.143 -16.019 -0.944
H 12.369 0.996 -13.912 0.182
H 13.064 -0.509 -14.393 0.184
H 12.076 -0.478 -12.893 0.155
H 10.038 -0.071 -14.167 0.043
H 10.822 -1.587 -14.561 0.034
C 7.721 -4.254 -14.645 -0.436
C 6.986 -5.058 -15.699 -0.432
C 7.047 -4.062 -16.865 -0.056
O 8.334 -3.499 -16.807 -0.525
C 8.814 -3.518 -15.448 -0.071
H 8.123 -4.824 -13.807 0.216
H 7.057 -3.506 -14.200 0.189
H 5.952 -5.246 -15.406 0.202
H 7.509 -5.959 -16.017 0.200
H 6.276 -3.282 -16.759 0.145
H 6.872 -4.533 -17.835 0.175
H 8.937 -2.486 -15.126 0.211
H 9.770 -4.036 -15.399 0.176
N 13.353 1.886 -10.274 -0.503
C 14.726 1.945 -10.343 -0.089
C 15.175 0.670 -10.545 -0.302
C 14.041 -0.189 -10.621 -0.301
C 12.941 0.594 -10.389 -0.057
H 12.722 2.615 -9.996 0.409
H 15.242 2.870 -10.153 0.203
H 16.192 0.331 -10.660 0.215
H 14.073 -1.252 -10.783 0.205
H 11.900 0.324 -10.341 0.221
N 7.394 -0.064 -12.833 -0.495
C 7.580 1.279 -12.896 -0.055
C 7.561 1.771 -11.619 -0.329
C 7.272 0.672 -10.755 -0.310
C 7.197 -0.449 -11.533 -0.084
H 7.341 -0.628 -13.663 0.421
H 7.803 1.813 -13.804 0.225
H 7.626 2.804 -11.319 0.209
H 7.219 0.699 -9.679 0.207
H 6.896 -1.467 -11.350 0.205
N 12.089 -3.500 -10.613 -0.513
C 11.897 -3.640 -11.957 -0.061
C 11.197 -4.792 -12.171 -0.311
C 10.947 -5.382 -10.892 -0.315
C 11.504 -4.566 -9.956 -0.091
H 12.596 -2.743 -10.188 0.412
H 12.242 -2.920 -12.682 0.239
H 10.839 -5.106 -13.137 0.217
H 10.454 -6.324 -10.719 0.212
H 11.543 -4.565 -8.881 0.200
```

Its highest occupied orbital energy is -2.30 eV. Its spin multiplicity is 1. The HOMO-LUMO gap is 0.1871 hartree. Its charge is -1.

Record 3
C18H28N4OS2 | ωB97M-V with the def2-TZVPD basis set

Structure (XYZ):
```
53
Properties=species:S:1:pos:R:3:nbo_charge:R:1
C -5.222 -2.347 0.410 -0.597
C -4.932 -1.397 -0.836 -0.628
S -4.420 0.057 -0.433 0.424
C -2.816 -0.227 0.022 0.220
N -2.090 1.065 0.446 -0.569
C -0.694 0.625 0.627 0.460
N -0.140 1.778 1.085 -0.563
C -0.586 3.078 1.425 -0.182
C -0.585 3.696 0.173 -0.257
N 0.570 4.560 0.008 -0.451
C 0.532 5.743 -1.150 -0.347
C 1.736 3.884 -0.323 -0.416
C -0.192 -0.557 0.226 -0.304
C 1.118 -1.126 0.485 0.022
C 1.297 -2.436 0.089 -0.241
S -0.265 -2.973 -0.484 0.455
C -1.067 -1.534 -0.248 0.069
N -2.434 -1.490 -0.138 -0.573
C 2.494 -3.213 -0.144 -0.136
O 3.630 -2.445 0.581 -0.506
C 3.671 -1.228 0.199 0.190
C 4.907 -0.681 0.966 -0.599
C 3.819 -0.886 -1.289 -0.410
C 4.216 0.566 -1.666 -0.549
C 2.604 -0.414 0.727 -0.412
H -5.910 -1.872 1.025 0.210
H -4.287 -2.520 0.733 0.225
H -5.514 -3.218 -0.136 0.205
H -5.872 -1.069 -1.349 0.226
H -4.315 -1.808 -1.582 0.236
H 0.975 1.373 1.204 0.384
H -0.062 3.486 2.046 0.201
H -1.711 2.803 1.829 0.243
H -1.420 4.398 0.221 0.203
H -0.816 3.374 -0.775 0.211
H -0.416 6.341 -0.672 0.185
H 1.293 6.222 -1.251 0.163
H 0.079 5.314 -1.923 0.177
H 1.967 3.262 0.685 0.183
H 2.584 4.566 -0.906 0.211
H 1.623 3.086 -1.210 0.135
H 2.784 -3.391 -1.158 0.221
H 2.293 -4.038 0.623 0.236
H 5.872 -0.839 0.548 0.214
H 5.032 0.475 0.773 0.203
H 4.887 -0.934 2.260 0.225
H 4.489 -1.834 -1.627 0.213
H 2.764 -1.065 -1.843 0.199
H 3.765 1.160 -1.246 0.173
H 4.199 0.546 -2.610 0.206
H 5.244 0.587 -1.382 0.194
H 2.598 -0.370 1.872 0.222
H 2.577 0.504 0.342 0.197
```

Its highest occupied orbital energy is -7.78 eV. Its energy above the lowest of the compared OMol25 structures with the same formula, charge and spin is 192.2 kJ/mol. Its spin multiplicity is 1. The HOMO-LUMO gap is 0.3077 hartree.

Record 4
C18H28NO21S | ωB97M-V with the def2-TZVPD basis set

Structure (XYZ):
```
69
Properties=species:S:1:pos:R:3:nbo_charge:R:1
N 0.819 0.288 -0.780 0.720
O 0.970 -0.476 0.201 -0.597
O 1.146 1.499 -0.620 -0.583
O 0.159 -0.083 -1.686 -0.515
O -1.146 -3.879 2.716 -0.935
S -2.534 -3.540 2.833 2.375
O -3.148 -3.095 4.015 -0.926
O -2.670 -2.312 1.725 -0.710
C -1.813 -1.259 1.945 -0.079
C -2.193 -0.248 0.795 -0.629
C -3.536 -4.817 2.151 -0.907
H -0.767 -1.535 1.712 0.218
H -2.076 -0.797 2.765 0.177
H -2.572 -0.614 -0.212 0.217
H -1.399 0.431 0.558 0.222
H -3.061 0.418 1.010 0.195
H -4.532 -4.734 2.600 0.260
H -3.289 -5.809 2.584 0.265
H -3.435 -5.003 1.152 0.254
C 0.432 4.549 0.813 -0.077
C -0.684 4.069 1.740 -0.093
O -1.416 5.270 1.997 -0.464
C -0.922 6.280 1.351 0.972
O -1.434 7.456 1.335 -0.621
O 0.223 5.941 0.655 -0.473
H 0.411 3.970 0.050 0.189
H 1.529 4.496 1.162 0.184
H -0.291 3.579 2.562 0.195
H -1.189 3.406 1.146 0.186
C 3.079 -2.994 -0.060 -0.112
C 2.321 -3.423 1.192 -0.084
O 3.247 -3.282 2.166 -0.495
C 4.497 -3.006 1.664 0.966
O 5.434 -2.991 2.453 -0.579
O 4.376 -2.629 0.356 -0.474
H 2.546 -2.307 -0.771 0.225
H 3.156 -3.899 -0.687 0.162
H 1.987 -4.406 0.845 0.179
H 1.336 -2.699 1.620 0.207
C -2.295 2.542 -4.078 -0.120
C -2.196 2.601 -2.624 -0.124
O -2.563 3.940 -2.364 -0.461
C -2.532 4.610 -3.461 0.954
O -2.597 5.858 -3.437 -0.625
O -2.376 3.879 -4.496 -0.459
H -3.247 2.127 -4.452 0.195
H -1.339 2.236 -4.418 0.216
H -1.205 2.408 -2.205 0.219
H -2.764 1.815 -2.075 0.201
C 3.363 1.187 2.139 -0.106
C 2.120 1.269 3.061 -0.094
O 2.469 2.499 3.671 -0.509
C 3.436 3.174 3.194 0.975
O 3.832 4.246 3.407 -0.586
O 4.012 2.408 2.232 -0.501
H 3.244 0.756 1.154 0.226
H 4.003 0.570 2.597 0.161
H 2.158 0.346 3.802 0.220
H 1.269 1.642 2.491 0.210
C 0.539 -2.577 -3.560 -0.079
C -0.966 -3.049 -3.729 -0.107
O -0.909 -3.816 -4.942 -0.503
C 0.370 -4.257 -5.146 0.977
O 0.669 -5.153 -5.973 -0.602
O 1.179 -3.608 -4.318 -0.490
H 0.937 -2.390 -2.656 0.214
H 0.633 -1.593 -4.099 0.183
H -1.518 -1.989 -3.988 0.202
H -1.286 -3.492 -2.778 0.201
```

Its highest occupied orbital energy is -6.88 eV. Its energy above the lowest of the compared OMol25 structures with the same formula, charge and spin is 0.0 kJ/mol. Its spin multiplicity is 1. The HOMO-LUMO gap is 0.3129 hartree. Its charge is -1.

- What is the formula in the first record?
  C18H28N2O6S2

- spin multiplicity of number 2 (C18H28N3O2)?
  1

- highest occupied orbital energy of number 1 (C18H28N2O6S2)?
  -9.35 eV

- Number 4 is which compound?
  C18H28NO21S